No. 1
59
Properties=species:S:1:pos:R:3:forces:R:3 method="wB97M-V/def2-TZVPD" charge=-1 de_lowest_kcal_mol=4.0 e_homo_ev=-3.810 e_lumo_ev=1.881
C 5.128455 1.214000 3.424928 -0.25 0.27 -0.11
C 4.436781 1.575130 2.266470 -0.35 -0.05 0.11
C 3.038496 1.592449 2.248432 0.38 -0.14 0.34
C 2.337364 1.280671 3.414750 0.19 -0.27 -0.77
S 0.523517 1.153904 3.360562 0.51 1.05 -0.64
C -0.023732 2.588672 2.572778 0.05 -0.43 0.54
C -1.168262 3.247730 3.154470 1.83 0.25 0.29
O -1.153315 4.452330 3.457061 -0.93 -0.30 -0.65
C -2.395889 2.392007 3.309947 -0.35 0.35 0.33
C -2.533631 1.372902 4.245563 -0.66 -0.40 0.28
C -3.687749 0.577028 4.257729 -0.17 0.38 -0.47
C -4.729548 0.841884 3.359733 0.22 0.13 -0.09
C -4.614232 1.913985 2.455088 0.16 -0.26 0.37
C -3.452173 2.679814 2.448742 -0.32 -0.24 -0.02
O 0.152797 -0.031624 2.612035 0.35 -0.38 0.50
O 0.290619 1.192433 4.794724 -0.72 -0.54 0.45
C 3.025571 0.952848 4.593555 -0.04 0.09 -0.29
C 4.421567 0.929941 4.595713 -0.15 0.03 -0.37
H 6.214155 1.190523 3.393677 -0.11 -0.01 0.16
H 4.975257 1.854915 1.364998 0.06 -0.13 0.29
H 2.491781 1.831144 1.333549 0.16 -0.03 0.30
H 0.770776 3.151392 2.096535 -0.04 0.23 0.47
H -1.770133 1.184708 4.989454 -0.02 0.05 -0.30
H -3.757113 -0.261039 4.956988 -0.04 0.34 -0.18
H -5.625260 0.217607 3.358603 0.23 0.17 -0.01
H -5.414830 2.143105 1.750826 0.13 -0.10 0.21
H -3.343780 3.523668 1.771784 -0.07 -0.28 0.21
H 2.480263 0.702549 5.503912 -0.01 0.18 -0.39
H 4.945379 0.692853 5.518529 -0.02 -0.03 -0.18
C 4.917483 3.617095 -1.821241 -0.19 -0.10 -0.17
C 4.349490 4.441624 -2.800488 -0.19 -0.14 0.10
C 3.007930 4.273440 -3.151983 0.07 0.04 0.24
C 2.255972 3.306930 -2.484364 -0.23 -0.07 0.17
S 0.564094 3.034047 -2.991742 0.63 -0.77 0.75
N -0.334754 4.164159 -1.852401 -0.35 -1.20 0.33
F -0.328315 3.494948 -0.489395 -0.23 1.08 -3.02
S -2.085769 4.252975 -2.424887 -0.79 0.33 0.82
C -2.681099 5.624330 -1.449167 0.09 -0.22 0.04
C -3.176808 5.357677 -0.182455 0.18 0.09 0.12
C -3.673971 6.408021 0.583863 -0.03 0.12 -0.17
C -3.707447 7.700861 0.050256 0.06 -0.18 -0.06
C -3.225865 7.950980 -1.240991 0.05 -0.28 -0.06
C -2.708648 6.900709 -2.006156 0.12 0.11 0.27
O -2.095187 4.738282 -3.781001 0.69 -0.73 0.64
O -2.763464 3.051229 -2.017832 0.70 0.76 -0.42
O 0.492095 3.567995 -4.324425 -0.65 0.00 0.80
O 0.181225 1.682357 -2.666098 0.20 1.24 -0.37
C 2.807430 2.470285 -1.520478 0.02 0.12 0.00
C 4.157504 2.612890 -1.214875 0.02 0.16 -0.14
H 5.962429 3.743260 -1.535211 -0.26 -0.04 -0.14
H 4.946217 5.206483 -3.301808 -0.18 -0.25 0.20
H 2.527916 4.880113 -3.917514 0.20 -0.13 0.16
H -3.138709 4.339465 0.188678 -0.02 0.21 -0.07
H -4.027052 6.209768 1.594361 0.07 0.07 -0.22
H -4.115154 8.515998 0.652736 0.18 -0.23 -0.22
H -3.242296 8.959355 -1.660649 -0.04 -0.32 0.18
H -2.309836 7.044167 -3.006704 -0.14 0.09 0.19
H 2.187094 1.731484 -1.017551 0.12 0.06 -0.20
H 4.611032 1.920513 -0.512730 -0.07 0.23 -0.12

No. 2
53
Properties=species:S:1:pos:R:3:forces:R:3 method="wB97M-V/def2-TZVPD" e_homo_ev=-6.278 e_lumo_ev=-2.774
C 2.117784 -5.823985 1.694538 -0.38 -0.75 0.51
C 2.605086 -4.695544 0.932396 1.43 1.30 -1.11
C 3.813485 -4.386130 0.337268 -0.89 -0.45 0.54
C 3.649547 -3.090984 -0.234062 -1.00 0.36 0.05
C 2.353903 -2.693023 0.029341 1.29 -0.19 -0.21
B 1.547387 -1.285311 -0.206845 3.83 -6.57 1.39
F 2.676457 -0.566850 -0.676981 -0.89 1.86 -0.36
F 0.555639 -1.691341 -1.094470 -1.17 1.87 -0.60
F 1.185749 -1.043381 1.135452 -1.13 1.77 -0.24
O 1.735694 -3.661287 0.750165 0.18 -0.70 0.04
H 2.931164 -6.548257 1.755932 -0.24 -0.17 0.17
H 1.816519 -5.503401 2.702918 0.07 -0.25 -0.15
H 1.243892 -6.273555 1.201372 0.19 -0.08 0.21
H 4.709043 -4.997735 0.313169 -0.26 0.00 0.10
H 4.374144 -2.494597 -0.771268 -0.05 -0.14 0.07
C -5.734144 0.310501 -0.423785 0.24 0.06 0.04
C -4.906105 0.734900 -1.472162 0.12 -0.14 0.26
C -3.550359 0.963220 -1.240231 -0.03 0.17 0.38
C -3.018213 0.848110 0.061039 -0.33 -0.21 -0.28
C -1.577042 1.085564 0.314353 0.92 -0.85 0.10
C -0.676840 0.646174 -0.661875 -0.66 -0.60 0.20
C 0.727502 0.788165 -0.722322 -1.36 3.78 -0.89
C 1.365939 1.252643 -1.949664 0.05 -0.72 -0.36
C 2.598917 1.941816 -1.889409 0.03 -0.29 0.13
C 3.255632 2.328346 -3.051131 -0.04 -0.11 0.07
C 2.721737 2.004891 -4.306827 -0.35 0.31 0.42
C 1.475499 1.380793 -4.380745 -0.35 -0.35 0.31
C 0.797521 1.003465 -3.215214 0.36 -0.06 -0.17
C -1.197094 1.716194 1.590909 -0.29 0.40 0.79
C -0.008945 1.398539 2.270154 0.15 0.22 0.02
C 0.348866 2.029681 3.458684 -0.41 0.11 0.05
C -0.524235 2.945078 4.057215 -0.11 -0.09 -0.27
C -1.745981 3.238100 3.432746 0.23 -0.17 -0.01
C -2.073902 2.639373 2.218612 0.19 -0.05 -0.33
C -3.863965 0.414189 1.106231 0.09 0.26 -0.06
C -5.209548 0.141928 0.866198 0.17 0.07 -0.39
H -6.788731 0.104802 -0.615838 0.31 0.10 0.08
H -5.306956 0.887873 -2.474765 0.05 -0.12 0.30
H -2.891602 1.288535 -2.048504 -0.32 -0.04 0.21
H -1.146873 0.118738 -1.498174 0.23 0.48 0.15
H 1.260981 1.011734 0.186920 0.10 0.08 -0.11
H 3.055374 2.101716 -0.908721 -0.12 0.00 -0.38
H 4.217533 2.836210 -2.978589 -0.28 -0.13 -0.03
H 3.251309 2.283164 -5.218161 -0.11 -0.13 0.26
H 1.032652 1.133985 -5.346048 0.18 0.10 0.23
H -0.130547 0.429447 -3.270376 0.33 0.28 -0.15
H 0.641728 0.622350 1.894555 -0.10 0.01 0.06
H 1.305162 1.782829 3.922385 -0.34 0.03 -0.07
H -0.262096 3.414960 5.008948 -0.10 -0.13 -0.36
H -2.449486 3.932226 3.893658 0.23 -0.16 -0.13
H -3.012105 2.901136 1.722217 0.32 -0.07 0.21
H -3.453061 0.292697 2.112429 -0.15 0.02 -0.39
H -5.844015 -0.198689 1.686364 0.18 0.09 -0.30

No. 3
65
Properties=species:S:1:pos:R:3:forces:R:3 method="wB97M-V/def2-TZVPD" de_lowest_kcal_mol=10.9 e_homo_ev=-9.039 e_lumo_ev=-1.323
Cd -1.025831 -1.191926 1.154632 -0.52 -0.36 -0.69
Se -8.844437 -0.529093 1.677902 -0.19 0.03 0.03
N -7.629713 0.274379 0.649886 -0.03 -0.11 0.11
C -6.491491 -0.310253 0.898357 0.28 0.02 -0.10
C -5.232318 0.072542 0.251335 -0.32 -0.03 0.08
C -5.154578 1.119941 -0.664512 -0.10 0.07 -0.04
C -3.937653 1.440503 -1.219269 0.00 0.02 -0.03
C -2.820849 0.707356 -0.833660 0.08 -0.02 0.05
N -2.889176 -0.292377 0.029735 -0.11 -0.11 0.20
C -4.072758 -0.621607 0.571055 0.25 -0.26 0.11
C -4.105840 -1.755105 1.537873 0.24 0.18 -0.23
N -2.961918 -2.412964 1.760702 0.03 0.15 0.01
C -2.925605 -3.388354 2.655174 0.05 0.01 -0.08
C -4.052615 -3.782826 3.369873 0.02 -0.04 0.01
C -5.241978 -3.137056 3.126034 -0.10 -0.03 0.05
C -5.280368 -2.103887 2.190251 -0.33 0.09 0.00
C -6.513020 -1.379061 1.868691 0.27 -0.11 0.01
N -7.669126 -1.655713 2.403323 -0.03 0.12 -0.10
H -6.056346 1.663291 -0.917240 0.03 -0.01 0.01
H -3.835397 2.249227 -1.929103 -0.01 -0.01 0.01
H -1.833973 0.935282 -1.217101 0.00 -0.02 0.01
H -1.959746 -3.858547 2.803857 0.00 0.01 0.01
H -3.979624 -4.577882 4.098405 -0.01 0.01 -0.02
H -6.152057 -3.407074 3.646235 0.02 0.00 0.00
O 0.671160 -1.778041 4.368059 0.17 -0.05 -0.02
P 1.345568 -1.676169 2.919108 0.06 0.19 0.27
O 2.786492 -1.919720 2.955697 -0.03 0.04 -0.06
O 0.492114 -2.468434 1.925712 0.10 0.18 0.23
O 1.084854 -0.062978 2.531012 -0.21 -0.14 0.07
P -0.176360 0.900610 2.931884 0.19 0.04 0.29
O -0.366526 1.676178 1.506603 0.03 -0.19 -0.04
O 0.130650 1.861327 3.993469 0.02 -0.03 -0.02
O -1.368561 -0.049163 3.021049 0.25 0.14 -0.02
H -0.230162 -1.427626 4.366582 -0.13 0.03 -0.03
H -0.130302 2.600195 1.632814 0.03 0.11 -0.01
O 0.140223 -0.905781 -0.763564 -0.07 0.11 -0.33
S 1.214216 0.060442 -1.237900 -0.09 0.10 0.61
C 2.727462 -0.411627 -0.355087 0.16 0.08 0.04
C 3.654498 0.767493 -0.210707 -0.08 -0.02 -0.02
C 4.810955 0.885084 -0.970065 0.05 -0.01 -0.02
C 5.623852 2.004219 -0.842332 -0.04 -0.01 0.03
C 5.283357 3.012479 0.048685 -0.02 -0.04 -0.01
C 4.135883 2.890792 0.824244 0.05 0.00 -0.05
C 3.326547 1.774040 0.694536 -0.06 0.01 0.05
C 1.581124 -0.555548 -2.881440 -0.06 -0.10 -0.17
C 2.656441 0.220640 -3.590341 -0.02 -0.02 0.01
C 2.554080 1.599603 -3.761506 -0.02 0.00 0.04
C 3.559168 2.303486 -4.404892 0.02 -0.03 -0.02
C 4.673572 1.634431 -4.897008 -0.03 0.00 0.02
C 4.774498 0.259417 -4.745321 -0.04 0.00 0.03
C 3.770485 -0.442547 -4.090114 0.06 0.00 -0.01
H 3.177532 -1.262724 -0.866709 0.02 0.01 0.03
H 2.358881 -0.739899 0.619348 0.07 0.00 -0.11
H 5.084135 0.096000 -1.661067 -0.02 0.04 0.00
H 6.523765 2.084450 -1.438991 0.00 0.00 0.01
H 5.915727 3.885585 0.149072 0.00 -0.02 0.00
H 3.878835 3.660825 1.540265 0.00 -0.01 0.00
H 2.443671 1.660183 1.315650 0.08 0.01 -0.04
H 0.611952 -0.489772 -3.381128 0.05 -0.01 -0.10
H 1.835755 -1.609078 -2.759762 -0.02 -0.01 -0.06
H 1.689457 2.128150 -3.374736 0.02 -0.01 -0.02
H 3.472460 3.375968 -4.525906 0.01 -0.03 0.02
H 5.458742 2.184841 -5.399516 -0.02 -0.01 0.01
H 5.635621 -0.269759 -5.133676 -0.01 0.01 0.01
H 3.854599 -1.516365 -3.964459 0.00 0.02 0.00

No. 4
56
Properties=species:S:1:pos:R:3:forces:R:3 method="wB97M-V/def2-TZVPD" charge=-1 s_squared=0.763 multiplicity=2 e_homo_ev="-4.309 / -4.251" e_lumo_ev="2.444 / 1.545"
Cu 1.772429 -2.336259 0.000835 0.89 -0.09 -0.32
I 2.266105 1.883710 -0.971695 -0.11 0.16 0.10
C 1.013533 3.423214 -0.243597 0.12 -0.18 -0.07
C 1.658641 4.619055 -0.070709 0.08 -0.20 0.01
C 0.951390 5.795254 0.218609 -0.16 0.18 0.02
C -0.407818 5.761826 0.255400 0.08 0.09 -0.02
C -1.109886 4.545906 0.090592 0.17 -0.23 -0.07
C -2.519055 4.575537 0.072836 -0.10 -0.01 0.06
C -3.232814 3.421897 -0.046090 -0.11 0.09 0.01
C -2.557102 2.198131 -0.084943 0.28 0.13 -0.13
C -1.182219 2.093855 -0.089712 -0.06 -0.03 -0.05
P -0.533172 0.304995 0.050849 -0.42 0.86 0.08
C -1.356437 -0.273299 -1.492710 0.04 -0.08 -0.03
C -1.844876 -1.569556 -1.658448 -0.07 -0.10 0.03
C -2.363292 -1.980997 -2.878464 0.01 0.10 -0.09
C -2.393578 -1.111489 -3.957436 -0.01 -0.08 -0.10
C -1.875763 0.167858 -3.821186 0.03 0.00 0.00
C -1.356682 0.577601 -2.603815 -0.04 -0.04 0.09
C -1.656786 -0.073899 1.466365 0.28 -0.34 -0.05
C -2.910492 -0.670771 1.424822 -0.01 0.12 0.07
C -3.574052 -0.988482 2.602046 -0.08 -0.01 -0.09
C -2.986573 -0.738496 3.830373 -0.02 0.01 0.10
C -1.720858 -0.172034 3.883585 0.00 0.04 -0.02
C -1.067523 0.159303 2.708190 -0.02 0.01 -0.01
C -0.407335 3.301783 -0.078869 -0.13 0.09 0.01
H 2.732682 4.668555 -0.186021 0.00 -0.04 -0.04
H 1.488896 6.724735 0.355865 0.01 0.00 0.01
H -0.983440 6.668260 0.401549 0.00 0.01 0.03
H -3.017899 5.534341 0.153377 0.02 0.02 0.02
H -4.315114 3.437926 -0.082271 -0.01 0.02 0.03
H -3.143656 1.291826 -0.115234 -0.04 0.01 -0.02
H -1.822368 -2.268641 -0.835852 0.03 0.04 0.10
H -2.731464 -2.993231 -2.992695 -0.03 0.01 0.06
H -2.808549 -1.435156 -4.904453 0.02 0.01 -0.02
H -1.875717 0.847943 -4.664687 0.01 0.01 0.02
H -0.958686 1.579122 -2.504523 -0.01 0.02 -0.07
H -3.376385 -0.903262 0.476219 0.04 -0.05 -0.04
H -4.542985 -1.470381 2.552954 -0.02 0.03 0.01
H -3.506053 -0.995333 4.745729 0.01 -0.05 -0.01
H -1.229863 -0.016469 4.836519 -0.03 0.06 0.00
H -0.067915 0.579795 2.742437 0.02 -0.03 0.03
C 6.155389 -2.680458 0.206738 -0.10 -0.08 -0.07
C 4.680148 -2.868046 -0.073494 0.07 1.06 0.14
S 3.758900 -1.417740 0.004146 0.47 -0.44 -0.08
C 4.152613 -4.120195 -0.339931 -0.90 -0.75 -0.34
C 5.027162 -5.348937 -0.426451 0.16 0.20 0.08
S 2.486645 -4.431590 -0.609001 0.71 0.15 0.04
H 6.362463 -1.616786 0.281965 0.10 -0.01 0.04
H 6.783188 -3.103140 -0.580229 0.02 -0.02 0.01
H 6.425277 -3.156293 1.153123 0.08 -0.02 -0.02
H 6.087625 -5.105885 -0.478138 0.02 -0.07 0.02
H 4.753822 -5.925255 -1.308811 0.01 -0.05 0.02
H 4.858853 -5.982623 0.446341 0.03 -0.04 0.00
O -1.610167 -3.247652 1.203058 -0.34 0.03 -0.11
N -0.425798 -3.072955 1.325088 0.47 -0.17 0.15
O 0.056594 -2.087118 0.609828 -1.46 -0.35 0.51